# 1
DFT (the ωB97M-V functional and the def2-TZVPD basis) results for a 10-piece molecular cluster, C52H119N5O10 overall in a non-equilibrium geometry.

The calculation puts the total energy at -3078.37312 hartree. Its SMILES is CC1(C)CCCC(C)(C)N1O.CC1(C)CCCC(C)(C)N1O.CC1(C)CCCC(C)(C)N1O.CC1(C)CCCC(C)(C)N1O.CC1(C)CCCC(C)(C)N1O.CCO.CCO.CO.CO.CO. As for the highest occupied orbital energy: -7.80 eV.

Atoms and positions in Å:
1 C 4.9935 -2.4154 -1.7775
2 C 4.1071 -3.5877 -1.3852
3 C 2.7225 -3.0381 -1.0752
4 C 1.7047 -4.0891 -0.8262
5 C 1.6408 -5.0129 -2.0835
6 C 3.0244 -5.6714 -2.3920
7 N 4.0221 -4.5803 -2.4775
8 O 5.2382 -5.0185 -2.9099
9 C 3.3645 -6.7695 -1.3615
10 C 2.8728 -6.2294 -3.9224
11 C 4.7063 -4.2287 -0.1031
12 H 6.0265 -2.7254 -1.9354
13 H 5.0500 -1.7066 -0.9513
14 H 4.6951 -1.9716 -2.7273
15 H 2.7608 -2.4628 -0.1501
16 H 2.3846 -2.3226 -1.8249
17 H 0.7098 -3.6765 -0.6589
18 H 1.8285 -4.6580 0.0953
19 H 1.2807 -4.3715 -2.8879
20 H 0.9743 -5.8747 -2.0494
21 H 4.3555 -6.8550 -0.9157
22 H 2.8255 -6.6608 -0.4203
23 H 3.0921 -7.7717 -1.6924
24 H 3.8619 -6.6444 -4.1162
25 H 2.0937 -6.9553 -4.1550
26 H 2.7226 -5.3849 -4.5951
27 H 5.7400 -4.5435 -0.2463
28 H 4.2195 -5.0526 0.4188
29 H 4.7614 -3.5083 0.7130
30 H 5.3157 -4.5371 -3.7368
31 C -2.3915 -6.6281 1.5796
32 C -3.1078 -5.7928 0.5383
33 C -3.2778 -6.8550 -0.5551
34 C -4.0718 -6.2447 -1.6938
35 C -5.4326 -5.7076 -1.1468
36 C -5.4595 -4.8104 0.1480
37 N -4.3360 -5.2773 1.0477
38 O -4.3129 -4.5900 2.2995
39 C -5.3924 -3.2303 -0.0876
40 C -6.8262 -5.1188 0.9053
41 C -2.2777 -4.5975 0.0693
42 H -2.9761 -7.4153 2.0557
43 H -2.1854 -6.0979 2.5094
44 H -1.5065 -7.0760 1.1277
45 H -2.3638 -7.3362 -0.9031
46 H -3.7587 -7.6885 -0.0430
47 H -4.3247 -6.9730 -2.4644
48 H -3.5678 -5.4481 -2.2412
49 H -6.1143 -6.5578 -1.1242
50 H -5.6859 -4.9317 -1.8693
51 H -6.2451 -2.7806 -0.5964
52 H -5.2312 -2.6794 0.8390
53 H -4.4893 -2.8891 -0.5937
54 H -6.8322 -6.0183 1.5209
55 H -7.1986 -4.2232 1.4027
56 H -7.6592 -5.3296 0.2347
57 H -2.6997 -4.0231 -0.7555
58 H -1.3979 -4.9306 -0.4812
59 H -2.1394 -3.9519 0.9366
60 H -3.9815 -3.7059 2.1258
61 C -5.7052 7.6380 0.3758
62 C -4.9109 6.4476 -0.1613
63 C -5.7937 5.9686 -1.3696
64 C -5.1337 4.9507 -2.3295
65 C -4.0110 5.7443 -2.9893
66 C -2.9617 6.3146 -1.9974
67 N -3.6188 6.9861 -0.8451
68 O -2.7191 7.5764 0.1465
69 C -1.9810 5.1180 -1.6055
70 C -2.1623 7.4413 -2.6480
71 C -4.5570 5.3004 0.8174
72 H -6.7650 7.5007 0.5905
73 H -5.7287 8.4697 -0.3283
74 H -5.2874 7.9732 1.3251
75 H -6.7110 5.5936 -0.9156
76 H -6.0797 6.8164 -1.9921
77 H -5.9049 4.6473 -3.0376
78 H -4.6741 4.1125 -1.8057
79 H -4.3677 6.4869 -3.7031
80 H -3.5716 4.9406 -3.5802
81 H -1.4442 4.7379 -2.4747
82 H -1.2657 5.4782 -0.8661
83 H -2.3867 4.2308 -1.1195
84 H -1.5355 7.9959 -1.9498
85 H -1.4723 7.0436 -3.3922
86 H -2.7031 8.2809 -3.0847
87 H -4.3198 4.3813 0.2816
88 H -5.4563 5.0593 1.3842
89 H -3.7738 5.6800 1.4737
90 H -2.3695 6.8442 0.6597
91 C 1.9066 4.8186 0.2562
92 C 3.3812 5.2217 0.4546
93 C 4.3542 4.0529 0.0411
94 C 5.8102 4.3688 -0.2643
95 C 5.8924 5.6539 -1.0116
96 C 5.0413 6.9485 -0.5933
97 N 3.6859 6.4797 -0.2434
98 O 2.8374 7.4833 0.0701
99 C 5.8039 7.5477 0.6866
100 C 4.9792 7.9315 -1.7754
101 C 3.6953 5.4208 2.0247
102 H 1.6928 4.5171 -0.7692
103 H 1.2097 5.5577 0.6515
104 H 1.6726 3.9050 0.8026
105 H 4.3171 3.2773 0.8061
106 H 3.8991 3.7087 -0.8876
107 H 6.3687 3.6085 -0.8103
108 H 6.3697 4.5863 0.6455
109 H 5.9428 5.3995 -2.0703
110 H 6.9438 5.9024 -0.8668
111 H 6.7157 8.0940 0.4453
112 H 5.2758 8.3894 1.1347
113 H 6.0783 6.8873 1.5092
114 H 5.9318 8.3018 -2.1541
115 H 4.5853 7.5122 -2.7013
116 H 4.3302 8.7888 -1.5970
117 H 3.3242 4.5103 2.4951
118 H 3.2761 6.2521 2.5915
119 H 4.7635 5.3952 2.2403
120 H 2.1859 7.3347 -0.6191
121 C 1.0630 -3.2362 5.9935
122 C 0.0518 -3.0643 4.8000
123 C -1.2339 -3.8893 5.1305
124 C -2.1605 -3.1922 6.1172
125 C -2.6213 -1.8709 5.5102
126 C -1.4533 -0.8934 5.1408
127 N -0.3814 -1.6712 4.4159
128 O 0.6117 -0.9256 3.9151
129 C -1.9525 0.3172 4.2877
130 C -0.9019 -0.2466 6.3871
131 C 0.6837 -3.7581 3.5965
132 H 2.0507 -2.7934 5.8652
133 H 1.2222 -4.2941 6.2026
134 H 0.7534 -2.7439 6.9154
135 H -1.8415 -4.1699 4.2702
136 H -1.0152 -4.7908 5.7029
137 H -1.7138 -2.8417 7.0477
138 H -2.9107 -3.8807 6.5063
139 H -3.3226 -1.3745 6.1809
140 H -3.2200 -2.0661 4.6205
141 H -2.3872 -0.0646 3.3639
142 H -2.7465 0.8999 4.7547
143 H -1.1572 1.0041 3.9983
144 H -0.6125 -0.9583 7.1603
145 H 0.0735 0.2019 6.1985
146 H -1.5877 0.4728 6.8345
147 H 0.0845 -3.6970 2.6880
148 H 1.0026 -4.7882 3.7558
149 H 1.6606 -3.3435 3.3475
150 H 0.5627 -0.9035 2.9566
151 C 2.9958 -0.4264 -4.4733
152 C 3.0346 0.9566 -5.3408
153 O 1.8091 1.6743 -5.2256
154 H 3.7344 -1.0433 -4.9852
155 H 2.0333 -0.9377 -4.4865
156 H 3.3484 -0.1782 -3.4723
157 H 3.1365 0.7291 -6.4019
158 H 3.8800 1.6212 -5.1629
159 H 1.0734 1.0685 -5.3408
160 C -0.6661 -2.0124 -5.5654
161 C -0.5223 -0.5028 -5.9811
162 O -0.4209 0.2857 -4.8131
163 H 0.2558 -2.2118 -5.0190
164 H -0.7615 -2.6359 -6.4544
165 H -1.4722 -2.2281 -4.8642
166 H -1.3722 -0.1803 -6.5826
167 H 0.3347 -0.3043 -6.6247
168 H -1.2019 0.3995 -4.2666
169 C 0.1957 1.6927 -1.0962
170 O 0.7655 0.6426 -1.7390
171 H -0.8364 1.4870 -0.8122
172 H 0.7948 1.9912 -0.2360
173 H 0.1326 2.5601 -1.7534
174 H 1.2417 0.9893 -2.4971
175 C -1.3282 -1.2967 0.7883
176 O 0.0253 -0.8568 0.7742
177 H -1.6811 -1.6670 1.7508
178 H -1.9454 -0.4035 0.6918
179 H -1.5629 -2.0301 0.0168
180 H 0.1496 -0.3977 -0.0596
181 C 3.5116 -0.0708 4.3612
182 O 2.8136 0.0797 5.5979
183 H 3.5379 -1.1050 4.0181
184 H 3.1017 0.5853 3.5933
185 H 4.5355 0.2997 4.4117
186 H 1.9779 -0.3927 5.5996

Cartesian forces, eV/Å:
0.8 -0.4 -0.3
0.3 -1.1 0.9
0.0 0.5 0.8
-1.6 -1.8 -0.9
0.9 -0.1 1.0
-0.7 0.6 -1.7
-2.9 1.2 0.1
1.5 -0.5 -0.2
-0.4 -0.7 0.7
1.3 0.6 1.6
0.6 0.4 0.9
0.1 -0.3 0.1
-0.3 0.2 -0.2
-0.4 0.2 0.2
0.4 0.3 0.0
0.0 -0.2 -0.4
-0.1 0.4 -0.2
0.6 -0.1 0.0
0.4 -0.1 -0.4
-0.4 0.2 0.5
0.5 0.4 -1.0
-0.7 0.4 -0.1
0.0 0.0 -0.3
-0.2 -0.3 -0.4
0.0 -0.1 0.6
0.0 0.2 0.2
0.0 -0.1 -0.3
-0.5 -0.1 -0.7
0.0 0.6 -0.1
0.5 -0.2 -0.2
0.4 0.4 1.8
1.5 0.0 -0.2
-1.0 0.6 -0.6
-1.1 -0.3 0.4
1.2 1.5 -0.5
0.1 -0.7 1.6
-3.3 -0.5 0.0
0.3 -0.9 -0.8
0.9 -0.7 0.0
0.0 0.5 -0.9
0.5 -0.5 -0.8
-0.6 -0.3 -0.9
0.8 0.6 -0.3
0.2 0.2 0.3
0.5 0.7 0.1
-0.8 0.0 -0.4
0.0 -0.2 0.0
0.4 0.0 0.3
-0.3 0.4 0.3
-0.9 -0.6 -0.5
-0.2 -0.4 0.0
-0.7 -0.3 0.5
0.0 -0.5 -0.7
0.6 0.3 0.3
0.4 -0.2 0.7
0.2 0.1 -0.8
-0.9 0.1 0.3
0.9 0.0 0.9
0.7 0.0 -0.3
0.2 0.5 -0.1
0.5 0.5 1.1
0.9 -0.1 -2.9
0.3 -1.0 0.7
-0.3 2.0 1.2
0.1 -1.1 -0.3
0.3 -0.5 0.7
-1.7 0.3 1.2
-0.9 -0.7 -1.4
-0.1 0.8 0.3
1.2 0.2 -0.3
-1.2 1.0 -0.5
0.0 -0.9 -0.1
0.6 -0.1 -0.1
0.2 0.3 0.0
-0.1 -0.2 0.0
0.1 0.2 0.2
0.3 -0.3 -0.1
-0.4 -0.2 0.0
-0.2 0.2 0.3
0.9 0.5 -0.4
0.1 0.3 -0.1
0.3 0.2 -0.2
-0.8 0.1 -0.1
0.1 -0.5 0.5
-0.1 -0.1 -0.2
-0.8 -0.5 -0.2
0.5 0.2 0.1
0.1 0.1 0.4
0.0 -0.5 0.2
0.2 -0.3 0.2
0.5 -0.5 0.2
2.0 1.0 2.7
-0.9 0.0 -0.8
-0.9 1.1 1.5
1.3 1.4 -1.2
1.1 -1.9 1.3
1.9 -2.4 -2.2
-1.4 1.2 0.5
-0.3 1.2 -0.7
-0.2 0.2 -0.4
-0.5 -1.2 -0.4
0.0 0.6 -0.3
0.1 0.2 -0.3
0.3 -0.1 0.4
-0.4 -0.1 -0.1
0.1 -0.6 -0.1
-0.4 -0.2 0.1
-0.1 -0.6 0.5
-1.1 0.5 -0.4
0.2 0.8 0.0
0.4 -0.4 -0.7
-0.8 -0.2 0.1
-0.3 -0.4 -0.4
0.4 0.0 0.8
-0.4 -0.7 0.3
0.2 0.1 0.4
-0.2 -0.1 0.3
-0.2 0.2 -0.6
0.1 0.2 -0.3
-0.6 0.8 0.1
-0.2 0.8 0.1
-0.5 -0.6 0.4
-0.1 0.4 1.7
0.3 1.5 0.1
-0.6 0.2 -0.6
0.3 0.0 0.2
-2.9 -2.5 0.2
2.2 1.6 0.3
-0.1 -1.1 -0.8
1.1 -0.4 1.1
1.1 0.4 -0.7
0.1 0.0 -0.7
-0.1 0.0 -0.1
-0.6 -0.2 0.1
0.3 0.1 -0.3
0.8 -0.4 -0.7
0.9 -0.5 0.1
-0.6 0.2 -0.6
0.2 0.3 0.2
0.1 0.0 -0.4
0.0 0.0 -0.2
0.1 -0.2 0.4
0.2 -0.2 0.3
-0.5 -0.3 0.2
-0.2 0.6 -0.4
0.1 0.1 -0.1
-0.2 0.0 0.1
-0.7 -0.3 0.4
0.0 0.7 -0.1
-0.3 -0.1 -0.5
1.2 2.3 -1.5
-1.5 -1.7 -0.1
1.0 0.7 0.5
0.1 -0.4 0.4
0.0 0.3 0.0
-0.3 -0.4 0.1
0.2 -0.5 -0.2
-0.2 -0.1 0.8
-0.1 0.1 0.3
0.9 1.3 -0.5
-1.9 -1.4 0.5
0.9 0.5 0.1
0.1 -0.5 -0.1
0.1 -0.2 0.1
-0.3 0.4 -0.2
-0.2 0.0 0.0
0.3 -0.2 0.4
-0.3 -0.4 -0.5
-0.7 2.3 0.6
0.7 -1.9 -1.1
0.0 -0.2 0.3
-0.2 0.0 0.3
0.0 0.3 0.0
0.2 -0.3 -0.3
-0.5 1.0 0.0
-0.2 -0.8 0.7
0.9 -0.4 0.3
-0.4 0.1 -0.5
0.1 0.1 -0.1
0.4 -0.1 -0.2
-0.4 0.3 0.0
1.1 0.3 0.1
-0.1 0.0 -0.1
-0.5 -0.2 -0.2
0.1 -0.2 0.8
0.0 -0.1 -0.7

=====

# 2
DFT (the ωB97M-V functional and the def2-TZVPD basis) results for an isolated molecule of C5H4N2 in a non-equilibrium geometry.

The calculation puts the total energy at -302.34628 hartree. Its SMILES is C#Cc1ccn[nH]1. As for the highest occupied orbital energy: -9.06 eV.

Atoms and positions in Å:
1 C 2.7866 -0.3855 0.2607
2 C 1.6208 -0.1424 0.0686
3 C 0.2147 0.0698 -0.0649
4 C -0.7455 -0.7841 -0.5608
5 C -1.9686 -0.2077 -0.1601
6 N -1.7830 0.9584 0.4469
7 N -0.4534 1.1097 0.5071
8 H 3.8240 -0.5876 0.4306
9 H -0.4756 -1.4365 -1.3774
10 H -2.9672 -0.6199 -0.2178
11 H -0.0528 2.0257 0.6672

Cartesian forces, eV/Å:
-0.5 0.2 -0.1
0.5 0.1 -0.1
0.0 0.1 0.1
0.4 0.4 -0.5
-0.1 0.2 0.0
0.1 -0.2 0.0
0.3 0.1 0.0
-0.3 0.0 -0.1
-0.4 -0.9 0.6
0.1 0.2 -0.3
-0.2 -0.3 0.4

=====

# 3
DFT (the ωB97M-V functional and the def2-TZVPD basis) results for C13H17N4O10P2SW as an isolated structure in a non-equilibrium geometry.

The total charge is +1. The calculation puts the total energy at -2625.16510 hartree. As for the highest occupied orbital energy (spin up / spin down): -11.95 / -11.95 eV.

Atoms and positions in Å:
1 W -0.8291 -0.5063 -0.8444
2 O 0.3454 2.8542 -2.9909
3 C 0.2672 1.9911 -2.1722
4 O -0.4431 0.8737 -2.3079
5 C 0.9916 2.0221 -0.8630
6 C 1.8671 2.9915 -0.4243
7 C 2.4562 2.8221 0.8224
8 C 2.1477 1.7039 1.5848
9 C 1.2525 0.7929 1.0660
10 N 0.7063 0.9609 -0.1284
11 C 0.7581 -0.4553 1.7233
12 O 1.0633 -0.7986 2.8270
13 O -0.0944 -1.1049 0.9403
14 H 2.0708 3.8463 -1.0544
15 H 3.1533 3.5603 1.1984
16 H 2.5783 1.5291 2.5614
17 N -5.3035 0.0836 1.6432
18 C -3.8426 -0.3447 1.6225
19 C -3.4337 -0.8417 3.0119
20 P -2.9093 1.1811 1.1068
21 O -1.6474 1.2771 2.0884
22 O -3.8398 2.3163 1.2420
23 O -2.2463 0.8554 -0.2343
24 P -3.6967 -1.7309 0.4158
25 O -4.4934 -1.0018 -0.7769
26 O -4.3407 -2.9439 0.9216
27 O -2.2102 -1.7827 0.0746
28 H -5.3180 1.1003 1.8183
29 H -5.8314 -0.4405 2.3399
30 H -5.7275 -0.0743 0.7236
31 H -3.5287 -0.0516 3.7603
32 H -2.3957 -1.1693 2.9956
33 H -4.0472 -1.6973 3.2949
34 H -1.8032 1.8528 2.8480
35 H -4.6191 -1.5296 -1.5782
36 C 0.8428 -3.7292 -0.3491
37 N 1.4714 -2.7517 -1.2442
38 C 2.5594 -3.0517 -2.0483
39 C 2.7746 -1.9837 -2.8419
40 N 1.8131 -1.0611 -2.4918
41 C 1.0092 -1.5295 -1.5242
42 S -1.5245 -1.5924 -2.6562
43 H 1.6190 -4.3373 0.1083
44 H 0.1729 -4.3665 -0.9225
45 H 0.2837 -3.2199 0.4260
46 H 3.0757 -3.9920 -1.9768
47 H 3.5127 -1.7995 -3.6012
48 H 1.6218 -0.2004 -2.9765

Cartesian forces, eV/Å:
-1.4 -1.0 -2.4
0.1 0.2 -0.2
-0.3 0.1 0.2
0.0 -0.2 0.7
0.0 0.0 -0.1
0.1 0.1 0.0
0.0 0.1 0.0
0.0 0.0 0.1
0.0 -0.1 0.0
-0.2 -0.2 0.0
0.0 0.1 0.2
0.1 0.0 0.0
-0.2 -0.1 -0.1
0.0 0.0 0.0
0.0 0.0 0.0
0.0 0.0 0.0
0.2 0.0 0.0
0.0 -0.1 0.0
-0.1 0.1 -0.1
0.1 0.1 0.4
0.0 0.0 0.0
-0.1 -0.2 -0.1
0.8 -0.1 -0.3
-0.2 0.0 0.1
-0.1 0.0 -0.1
0.0 0.1 0.0
0.6 0.4 -0.1
-0.1 0.1 0.0
0.0 0.0 0.0
0.0 0.0 0.0
0.0 0.0 0.0
0.0 0.0 0.0
0.0 0.0 0.0
0.0 0.0 0.0
0.0 0.0 0.1
0.1 0.0 -0.1
0.0 -0.2 0.3
0.0 0.0 0.0
0.0 -0.1 0.1
0.0 0.2 0.0
0.0 0.2 -0.2
0.7 0.5 1.7
0.0 0.0 0.0
0.0 0.0 0.0
0.0 0.0 0.0
0.0 0.0 0.0
0.0 0.0 0.0
0.0 0.1 -0.1

=====

# 4
DFT (the ωB97M-V functional and the def2-TZVPD basis) results for CHCrF3NO4S2 as an isolated structure in a non-equilibrium geometry.

The total charge is +1. The calculation puts the total energy at -2534.38560 hartree. As for the highest occupied orbital energy (spin up / spin down): -13.82 / -15.57 eV. As for the multiplicity: 5.

Atoms and positions in Å:
1 N 0.3703 0.9272 -0.7128
2 S -0.2130 2.0355 0.2013
3 O -0.6112 3.2316 -0.4764
4 O -1.0953 1.4811 1.2571
5 S 0.7845 -0.5831 -0.2183
6 O 0.4019 -0.8413 1.1943
7 O 2.1367 -0.8807 -0.6120
8 C -0.3926 -1.6554 -1.2154
9 F -1.6232 -1.3902 -0.8515
10 F -0.2140 -1.3984 -2.4869
11 F -0.0919 -2.9034 -0.9434
12 H 0.8605 1.7948 2.1809
13 Cr -0.3128 0.1822 2.6831

Cartesian forces, eV/Å:
0.2 -1.0 0.3
0.8 0.1 0.5
0.4 -1.1 0.8
-1.6 -0.8 0.8
1.8 1.4 -2.1
-0.2 -0.2 1.0
-2.0 0.2 0.9
0.4 0.0 -0.2
-0.4 0.2 0.2
0.1 0.1 0.0
0.1 -0.2 0.1
0.1 -0.1 -0.5
0.3 1.4 -1.9